(i)
Here is an isolated molecule of C2H4NO2P from OMol25. Energies are from ωB97M-V with the def2-TZVPD basis set.

Cartesian coordinates (Å):
C 0.011 -0.508 0.572
C -0.083 0.902 -0.145
N -0.805 -0.710 1.843
O -0.139 1.933 0.642
O -0.017 -0.526 3.145
P -1.186 0.531 2.920
H -0.167 -1.175 -0.210
H 1.045 -0.529 0.847
H 0.807 0.975 -0.778
H -0.933 0.949 -0.749

Lowest unoccupied orbital energy (alpha / beta) in eV: -0.98 / -1.72
Orbital gap (alpha / beta) in eV: 8.562 / 6.439

Mulliken atomic charge list, values in e, 6 entries: -0.431 -0.342 -0.095 -0.533 -0.260 0.405

---

(ii)
Here is a structure of composition C2H4NO2P from OMol25. Energies are from ωB97M-V with the def2-TZVPD basis set.

Cartesian coordinates (Å):
C 0.125 0.451 -0.197
C -0.148 -0.890 -0.596
N 1.179 0.702 0.605
O -0.681 1.340 -0.469
O -2.315 -0.341 0.963
P -2.091 -0.221 -0.469
H 0.379 -0.926 -1.659
H 0.349 -1.622 0.024
H 1.851 -0.040 0.733
H 1.351 1.547 1.065

Lowest unoccupied orbital energy in eV: 0.71
Orbital gap in eV: 9.578

Mulliken atomic charge list, values in e, 6 entries: 0.637 -0.708 -0.344 -0.504 -0.466 0.319

---

(iii)
Here is an isolated molecule of C2H4NO2P from OMol25. Energies are from ωB97M-V with the def2-TZVPD basis set.

Cartesian coordinates (Å):
O -2.717 0.690 0.129
N -1.715 0.047 -0.068
P -0.997 -1.504 -0.142
C 0.702 -0.808 -0.152
C 0.615 0.644 0.096
O -0.588 1.059 -0.346
H 1.244 -1.131 -1.162
H 1.238 -1.229 0.720
H 0.834 0.939 1.233
H 1.384 1.293 -0.307

SMILES: [O-][N+]1=PCCO1
Lowest unoccupied orbital energy (alpha / beta) in eV: -0.45 / -0.45
Orbital gap (alpha / beta) in eV: 8.238 / 8.239

Mulliken atomic charge list, values in e, 6 entries: -0.553 0.675 -0.029 -0.518 -0.308 -0.376

---

Name the most stable of them. (ii).

---

(i)
Here is an isolated molecule of C7H8 from OMol25. Energies are from ωB97M-V with the def2-TZVPD basis set.

Cartesian coordinates (Å):
C 1.936 -0.035 0.162
C 0.437 -0.027 0.033
C -0.556 -1.203 -0.165
C -1.539 -0.119 -0.676
C -1.853 0.163 0.766
C -0.515 0.831 0.866
C -0.432 0.960 -0.664
H 2.316 0.971 0.376
H 2.267 -0.699 0.967
H 2.413 -0.371 -0.769
H -0.378 -2.106 -0.745
H -2.287 -0.311 -1.446
H -0.956 -1.522 0.831
H -0.181 1.491 1.656
H -0.215 1.849 -1.247

Lowest unoccupied orbital energy in eV: 0.78
Orbital gap in eV: 8.693

Mulliken atomic charge list, values in e, 6 entries: -1.366 0.447 -0.487 -0.049 -1.059 -0.053

---

(ii)
Here is an isolated molecule of C7H8 from OMol25. Energies are from ωB97M-V with the def2-TZVPD basis set.

Cartesian coordinates (Å):
C 1.043 1.281 -1.699
C 0.432 0.514 -0.610
C 0.501 0.898 0.740
C 0.072 -0.049 1.698
C -0.755 -1.128 1.334
C -1.034 -1.283 -0.023
C -0.459 -0.543 -1.020
H 0.610 1.296 -2.711
H 2.127 0.816 -1.830
H 1.237 2.384 -1.551
H 0.904 1.890 1.091
H 0.256 0.102 2.747
H -1.114 -1.977 1.977
H -2.024 -1.947 -0.297
H -0.800 -0.712 -1.942

SMILES: Cc1ccccc1
Lowest unoccupied orbital energy in eV: 1.10
Orbital gap in eV: 9.930

Mulliken atomic charge list, values in e, 6 entries: -1.176 0.807 -0.494 -0.383 -0.416 -0.102

---

Name the most stable of them. (ii).

---

(i)
Here is an isolated molecule of C7H8 from OMol25. Energies are from ωB97M-V with the def2-TZVPD basis set.

Cartesian coordinates (Å):
C 2.284 -0.250 -0.113
C 1.017 0.066 -0.098
C 0.325 1.412 0.136
C -0.942 1.348 -0.151
C -1.390 -0.074 -0.525
C -1.128 -0.902 0.661
C -0.064 -0.843 -0.368
H 3.077 0.462 0.082
H 2.400 -1.284 -0.132
H 0.979 2.221 0.721
H -1.660 2.155 -0.244
H -2.199 -0.163 -1.198
H -1.578 -1.852 0.562
H -1.098 -0.569 1.697
H -0.024 -1.728 -1.030

SMILES: C=C1C=C[C@@H]2C[C@H]12
Lowest unoccupied orbital energy in eV: 1.16
Orbital gap in eV: 9.800

Mulliken atomic charge list, values in e, 6 entries: -0.963 0.561 -0.633 -0.374 -0.277 -0.639

---

(ii)
Here is an isolated molecule of C7H8 from OMol25. Energies are from ωB97M-V with the def2-TZVPD basis set.

Cartesian coordinates (Å):
C -0.015 -1.418 0.831
C -0.628 -0.039 0.566
C 0.433 1.065 0.341
C 1.281 0.920 -0.855
C 1.979 0.841 -1.831
C -1.184 -0.172 -1.547
C -1.848 -0.056 -0.444
H 0.645 -1.746 0.021
H 0.563 -1.379 1.762
H -0.805 -2.167 0.948
H -1.172 0.267 1.455
H -0.076 2.033 0.281
H 1.091 1.087 1.219
H 2.601 0.781 -2.697
H -2.863 -0.018 -0.050

Lowest unoccupied orbital energy in eV: 0.18
Orbital gap in eV: 9.738

Mulliken atomic charge list, values in e, 6 entries: -1.288 0.331 -0.824 -0.400 0.117 -0.489

---

Name the most stable of them. (i).

---

(i)
Here is an isolated molecule of C7H8 from OMol25. Energies are from ωB97M-V with the def2-TZVPD basis set.

Cartesian coordinates (Å):
C -0.186 -1.452 -0.400
C -0.525 -0.035 -0.030
C 0.357 1.053 -0.621
C 1.788 0.866 -0.341
C 2.952 0.684 -0.092
C -1.535 0.259 0.871
C -2.501 0.006 1.719
H 0.144 -1.501 -1.445
H 0.642 -1.829 0.212
H -1.050 -2.106 -0.252
H -0.568 0.703 1.371
H 0.204 1.039 -1.709
H 0.028 2.038 -0.273
H 3.985 0.528 0.129
H -3.531 -0.044 1.356

Lowest unoccupied orbital energy (alpha / beta) in eV: 0.11 / 0.11
Orbital gap (alpha / beta) in eV: 7.902 / 7.901

Mulliken atomic charge list, values in e, 6 entries: -1.221 0.897 -1.082 -0.244 0.101 -0.379

---

(ii)
Here is a structure of composition C7H8 from OMol25. Energies are from ωB97M-V with the def2-TZVPD basis set.

Cartesian coordinates (Å):
C 1.514 -0.428 0.617
C 0.201 0.235 0.206
C 0.052 1.668 0.700
C -0.108 0.030 -1.212
C -0.993 -0.831 -1.736
C -0.975 -0.640 0.470
C -1.623 -1.308 -0.510
H 1.567 -1.450 0.234
H 1.579 -0.455 1.708
H 2.354 0.149 0.219
H 0.874 2.276 0.310
H -0.895 2.101 0.368
H 0.082 1.679 1.793
H -1.176 -1.037 -2.788
H -2.453 -1.989 -0.379

Lowest unoccupied orbital energy (alpha / beta) in eV: 0.00 / -0.08
Orbital gap (alpha / beta) in eV: 8.390 / 8.264

Mulliken atomic charge list, values in e, 6 entries: -1.361 2.500 -1.481 -0.874 -0.468 -0.927

---

(iii)
Here is an isolated molecule of C7H8 from OMol25. Energies are from ωB97M-V with the def2-TZVPD basis set.

Cartesian coordinates (Å):
C 1.967 2.213 0.515
C 1.388 1.561 -0.322
C 0.631 0.551 -1.025
C 0.107 -0.437 0.055
C -0.546 -1.690 -0.540
C -0.916 0.182 0.906
C -1.887 0.438 1.568
H 1.915 2.141 1.576
H 1.279 0.049 -1.747
H -0.224 0.998 -1.537
H 0.936 -0.751 0.704
H -1.342 -1.411 -1.237
H 0.190 -2.312 -1.055
H -1.001 -2.276 0.265
H -2.794 0.450 2.124

SMILES: C#CC[C@H](C)C#C
Lowest unoccupied orbital energy in eV: 0.96
Orbital gap in eV: 10.890

Mulliken atomic charge list, values in e, 6 entries: -0.121 -0.367 -0.454 0.438 -1.532 -0.868

---

(iv)
Here is an isolated molecule of C7H8 from OMol25. Energies are from ωB97M-V with the def2-TZVPD basis set.

Cartesian coordinates (Å):
C 0.909 0.364 1.359
C 0.030 -0.474 1.984
C 0.842 0.823 -0.062
C 0.103 -0.374 -2.152
C -1.328 -0.408 -0.050
C -1.273 -0.589 1.469
C -0.083 -0.008 -0.902
H 1.701 0.827 1.940
H 0.220 -0.771 3.007
H 0.507 1.871 -0.077
H 1.857 0.820 -0.471
H 0.977 -0.077 -2.710
H -0.611 -0.989 -2.671
H -1.739 -1.350 -0.428
H -2.111 0.336 -0.236

Lowest unoccupied orbital energy (alpha / beta) in eV: -0.38 / -0.38
Orbital gap (alpha / beta) in eV: 7.640 / 7.641

Mulliken atomic charge list, values in e, 6 entries: -0.188 -0.344 -0.628 -1.091 -0.485 -0.604

---

Name the most stable of them. (iv).

---

(i)
Here is an isolated molecule of C7H8 from OMol25. Energies are from ωB97M-V with the def2-TZVPD basis set.

Cartesian coordinates (Å):
C -1.129 -0.690 -1.053
C -0.353 0.005 0.061
C -1.129 0.072 1.370
C 1.033 -0.456 0.162
C 2.259 -0.416 -0.016
C 0.164 1.391 -0.403
C 1.488 1.214 -0.462
H -0.522 -0.766 -1.960
H -2.005 -0.077 -1.285
H -1.460 -1.691 -0.755
H -1.473 -0.919 1.687
H -0.530 0.515 2.171
H -2.000 0.714 1.207
H 3.289 -0.704 -0.046
H 2.367 1.808 -0.680

Lowest unoccupied orbital energy in eV: 0.59
Orbital gap in eV: 8.120

Mulliken atomic charge list, values in e, 6 entries: -1.406 2.276 -1.475 -1.092 -0.108 -1.246

---

(ii)
Here is an isolated molecule of C7H8 from OMol25. Energies are from ωB97M-V with the def2-TZVPD basis set.

Cartesian coordinates (Å):
C -0.084 -3.059 -0.040
C 0.415 -1.986 0.180
C 0.917 -0.637 0.460
C -0.218 0.382 0.206
C -0.571 0.471 -1.294
C 0.038 1.713 0.766
C 0.034 2.833 1.240
H -0.525 -4.013 -0.231
H 1.783 -0.416 -0.179
H 1.260 -0.578 1.500
H -1.097 0.007 0.752
H 0.326 0.382 -1.920
H -1.252 -0.343 -1.559
H -1.049 1.428 -1.529
H 0.024 3.817 1.649

SMILES: C#CC[C@H](C)C#C
Lowest unoccupied orbital energy in eV: 1.01
Orbital gap in eV: 10.917

Mulliken atomic charge list, values in e, 6 entries: 0.110 -0.396 -0.884 0.642 -1.280 -1.046

---

(iii)
Here is an isolated molecule of C7H8 from OMol25. Energies are from ωB97M-V with the def2-TZVPD basis set.

Cartesian coordinates (Å):
C 0.676 1.532 -0.498
C 0.833 0.011 -0.388
C 0.560 -0.507 1.040
C -0.870 -0.605 1.322
C -2.059 -0.739 1.465
C -1.257 -1.233 -1.342
C -0.068 -0.694 -1.371
H -0.336 1.834 -0.212
H 1.388 2.041 0.161
H 0.862 1.873 -1.522
H 1.870 -0.244 -0.635
H 1.003 -1.502 1.164
H 1.050 0.149 1.767
H -3.106 -0.866 1.631
H 0.227 -0.758 -2.429

Lowest unoccupied orbital energy in eV: 0.33
Orbital gap in eV: 10.164

Mulliken atomic charge list, values in e, 6 entries: -1.309 0.360 -0.722 -0.346 0.049 -0.391

---

Name the most stable of them. (ii).

---

(i)
Here is a structure of composition C2H27BeO12 from OMol25. Energies are from ωB97M-V with the def2-TZVPD basis set.

Cartesian coordinates (Å):
Be 1.438 1.358 1.208
C -1.659 0.206 0.405
C -0.578 -0.421 1.162
O 0.617 0.085 0.594
H -2.620 -0.345 0.759
H -1.619 -0.021 -0.676
H -1.886 1.255 0.521
H -0.633 -1.473 1.286
H -0.410 -0.077 2.173
O 0.416 2.529 1.758
H -0.208 2.913 1.118
H 0.649 3.328 2.206
O -3.427 -2.141 -1.814
H -3.623 -1.187 -1.746
H -4.147 -2.484 -2.380
O 2.090 -1.991 2.915
H 1.503 -2.597 2.510
H 2.889 -2.169 2.421
O 0.998 -4.123 1.116
H 1.439 -3.760 0.366
H 0.065 -3.926 0.975
O 0.276 -2.229 -1.032
H 0.134 -1.719 -0.239
H -0.223 -3.021 -1.011
O -1.447 2.000 -3.046
H -1.561 1.092 -2.908
H -2.110 2.314 -2.445
O 2.709 1.967 0.257
H 3.531 2.310 0.659
H 2.731 2.200 -0.700
O -1.281 -0.738 -2.900
H -0.466 -1.108 -2.558
H -1.970 -1.311 -2.607
O 2.155 0.764 2.640
H 3.062 0.944 2.876
H 1.930 -0.104 2.957
O -1.178 3.650 -0.013
H -1.953 3.274 -0.438
H -1.245 4.587 -0.208
O 2.163 -0.062 -1.911
H 2.056 0.252 -2.824
H 1.399 -0.022 -1.411

Charge: +1
Lowest unoccupied orbital energy in eV: -3.48
Orbital gap in eV: 9.143

Mulliken atomic charge list, values in e, 6 entries: 0.194 -0.323 -1.136 -0.430 0.362 -0.375

---

(ii)
Here is a structure of composition C2H27BeO12 from OMol25. Energies are from ωB97M-V with the def2-TZVPD basis set.

Cartesian coordinates (Å):
Be -0.004 -1.020 -0.126
C 3.092 0.152 1.256
C 2.316 -0.239 0.072
O 0.844 0.068 0.218
H 4.159 -0.016 1.088
H 2.591 -0.360 2.114
H 3.129 1.256 1.517
H 2.475 -1.329 -0.235
H 2.665 0.426 -0.734
O 3.874 -3.479 1.684
H 4.798 -3.733 1.381
H 3.988 -3.514 2.657
O -2.792 -3.488 -2.215
H -2.264 -3.191 -1.472
H -2.655 -4.419 -2.418
O 0.324 -2.653 -0.418
H -0.292 -3.277 -0.102
H 1.208 -3.052 -0.548
O -0.945 -0.442 2.922
H -1.755 -0.077 3.313
H -0.661 -1.027 3.645
O 0.953 6.201 -1.715
H 0.102 6.318 -1.281
H 1.591 6.529 -1.034
O -2.445 1.998 0.417
H -2.171 1.123 0.203
H -1.693 2.369 0.947
O -3.944 4.119 1.427
H -3.301 4.638 0.940
H -3.812 3.242 0.974
O 0.588 -3.625 2.606
H 1.043 -3.668 1.769
H -0.009 -4.322 2.707
O 0.980 0.344 -2.803
H 0.435 0.802 -3.449
H 1.852 0.728 -2.887
O -1.650 -1.227 -0.290
H -5.694 0.399 -0.971
H -2.420 -1.234 0.283
O -1.749 2.734 -3.532
H -0.766 2.718 -3.568
H -1.988 3.230 -4.342

Charge: +1
Lowest unoccupied orbital energy in eV: -10.24
Orbital gap in eV: 2.424

Mulliken atomic charge list, values in e, 6 entries: -0.236 -1.182 0.232 0.244 0.345 0.254

---

Name the most stable of them. (i).